No. 1
Below is a cluster of 12 separate species, C29H60Cl22N3O in total, with properties calculated with wB97M-V/def2-TZVPD.

Its total charge is +1. For the gap between HOMO and LUMO, the calculation gives 9.524 eV.

Element x y z (Å)
C1 1.070 1.893 -5.688
H1 4.025 1.869 5.336
H2 1.434 1.196 -6.440
H3 -3.401 -2.486 -0.061
Cl1 -5.499 -0.748 -3.610
Cl2 10.615 -8.654 0.837
H4 2.289 8.929 5.124
Cl3 0.898 2.444 -3.007
H5 2.507 7.012 7.489
Cl4 3.743 1.708 3.018
H6 -8.115 1.926 5.473
O1 2.955 -1.639 -0.148
Cl5 -5.893 0.398 0.898
C2 -8.887 1.366 -8.089
H7 0.734 0.591 -1.070
H8 6.023 -2.281 5.475
Cl6 1.510 6.221 5.495
N1 -0.633 -1.167 -2.117
H9 2.962 9.378 6.694
C3 0.867 3.897 1.503
H10 -7.999 -0.983 -0.512
H11 -1.546 -0.783 1.349
H12 3.763 -2.982 4.591
Cl7 -6.283 1.799 -7.378
H13 3.963 4.265 5.661
H14 8.326 -8.107 0.855
C4 -3.714 -0.012 -5.550
C5 1.968 7.484 6.674
H15 -8.808 0.474 3.532
Cl8 -6.672 -2.818 0.157
C6 5.716 -2.100 4.447
H16 -0.960 4.749 0.749
H17 1.591 2.836 -5.812
H18 -8.508 1.019 -9.045
C7 0.845 -1.217 -2.094
H19 8.197 -7.019 -1.416
H20 -3.353 0.785 -6.195
Cl9 -9.393 2.186 2.024
C8 5.859 -4.098 -0.415
H21 -2.515 -2.936 1.395
H22 2.243 0.322 -1.870
H23 0.677 0.412 -4.174
Cl10 -9.298 3.089 -8.249
H24 3.835 -1.280 5.049
H25 5.264 -4.575 1.564
C9 5.492 -5.101 0.640
H26 -4.135 -0.794 -6.172
C10 -8.148 2.302 4.454
H27 5.394 2.562 4.463
C11 2.081 -0.567 0.003
H28 1.471 4.798 1.421
H29 -8.223 1.571 -6.052
H30 6.188 -1.186 4.102
H31 -4.256 1.240 -3.888
Cl11 4.282 5.044 3.479
H32 -8.414 3.353 4.481
C12 -1.372 -1.321 -1.030
N2 -2.214 -0.479 -0.567
Cl12 0.263 3.816 3.179
H33 -10.100 1.503 4.154
H34 2.570 -3.543 -0.619
H35 1.354 -0.735 0.760
H36 -6.136 0.456 -1.435
Cl13 -6.498 2.172 3.792
H37 2.961 -3.341 1.022
H38 -5.498 1.051 -5.125
Cl14 -1.182 2.423 0.432
C13 -5.955 -0.347 -0.725
Cl15 -2.286 -0.695 -4.716
H39 2.335 1.026 -4.201
C14 1.476 -0.123 -1.283
H40 2.656 0.247 0.358
Cl16 6.449 -4.875 -1.905
C15 -2.525 -2.355 0.524
Cl17 4.385 7.930 5.515
C16 9.136 -7.125 -0.879
Cl18 3.707 -1.568 2.709
H41 1.396 -2.873 0.392
C17 -4.715 0.538 -4.578
C18 4.311 2.511 4.505
C19 2.790 8.551 6.009
H42 1.154 -2.191 -1.804
C20 1.289 1.301 -4.319
C21 -0.256 3.960 0.508
C22 9.050 -8.290 0.067
C23 -9.137 1.502 3.651
H43 8.750 -9.180 -0.481
H44 -1.993 0.512 -0.601
H45 -7.765 0.056 -6.833
N3 -1.365 -2.407 -0.347
H46 2.617 3.828 4.614
Cl19 9.421 -5.585 -0.027
C24 -7.895 1.126 -6.986
H47 -1.306 -3.217 -0.936
H48 6.665 -3.467 -0.045
H49 5.017 -3.465 -0.678
H50 6.303 -5.799 0.823
Cl20 6.319 -3.441 3.445
H51 -9.810 0.834 -7.866
H52 1.138 -1.103 -3.099
C25 4.219 -2.026 4.356
H53 -4.983 -0.782 -0.939
H54 9.935 -7.258 -1.600
C26 3.698 3.869 4.683
H55 -1.093 -0.979 -2.978
H56 -7.127 -1.712 -1.863
H57 1.049 7.912 7.065
H58 -3.300 -0.534 1.298
H59 1.510 3.039 1.334
H60 0.140 4.136 -0.487
C27 -7.040 -1.378 -0.832
C28 2.436 -2.902 0.220
C29 -2.462 -0.914 0.810
Cl21 4.038 -6.045 0.200
Cl22 -0.658 2.171 -6.027

=====

No. 2
Below is the molecule Cl2H2NO2P, with properties calculated with wB97M-V/def2-TZVPD.

Its SMILES is NOP(=O)(Cl)Cl. For the gap between HOMO and LUMO, the calculation gives 9.546 eV.

Element x y z (Å)
O1 -0.320 -0.521 -0.799
Cl1 1.417 1.679 -0.231
O2 0.580 -0.228 1.879
H1 -1.653 0.903 -1.039
Cl2 2.504 -1.342 -0.004
H2 -2.076 -0.481 0.134
P1 0.989 -0.140 0.465
N1 -1.440 0.131 -0.405

=====

No. 3
Below is a cluster of 4 separate species, C16H28N4 in total, with properties calculated with wB97M-V/def2-TZVPD.

Its total charge is +1. The spin multiplicity is 2. For the gap between HOMO and LUMO (spin up / spin down), the calculation gives 10.150 / 2.165 eV.

Element x y z (Å)
H1 1.748 4.985 3.217
C1 -4.945 -3.016 -0.938
C2 -0.549 0.605 0.411
H2 1.302 6.539 2.708
H3 -0.925 -1.694 -0.671
H4 -0.777 1.559 0.886
C3 4.273 -0.817 -2.445
C4 -4.345 -5.197 1.221
H5 -0.626 -0.158 1.185
N1 1.872 0.632 -0.456
H6 -5.155 -4.652 1.706
H7 -3.319 -4.071 -1.213
C5 -4.380 -4.320 -1.227
H8 -3.476 -4.546 1.117
H9 4.218 -1.780 -0.345
H10 -0.394 4.880 4.523
H11 4.463 -1.228 -3.436
H12 -0.332 3.924 2.235
C6 6.325 0.467 -2.840
H13 5.817 -1.848 -1.197
N2 7.363 0.380 -3.341
H14 0.743 6.041 5.034
H15 4.616 -2.949 -1.586
C7 -1.421 -1.007 -1.356
H16 -0.856 5.469 1.435
C8 0.129 5.770 4.175
C9 0.809 0.644 -0.050
C10 0.861 4.694 0.733
H17 -4.167 -6.274 -0.462
H18 -0.604 -0.898 -2.069
H19 4.425 1.303 -2.687
C11 4.733 -1.905 -1.298
C12 -1.616 0.358 -0.714
N3 1.635 4.463 -0.139
C13 0.881 5.546 2.869
H20 -4.251 -6.100 1.824
H21 -4.738 -4.705 -2.182
C14 -0.027 4.899 1.853
H22 3.194 -0.694 -2.355
H23 -2.578 0.510 -0.224
H24 -1.492 1.026 -1.565
H25 -5.721 -5.829 -0.301
N4 -5.365 -1.966 -0.699
C15 4.994 0.488 -2.240
H26 5.216 0.762 -1.209
C16 -4.733 -5.381 -0.200
H27 -0.579 6.599 4.179
H28 -2.242 -1.510 -1.866

=====

No. 4
Below is a structure of composition C12H16BiCl3N, with properties calculated with wB97M-V/def2-TZVPD.

Its total charge is -1. For the gap between HOMO and LUMO, the calculation gives 5.567 eV.

Element x y z (Å)
H1 -1.961 0.015 -0.256
H2 0.084 -2.437 3.639
H3 -0.808 -1.411 -1.827
Cl1 -0.937 2.155 4.959
C1 -0.695 -1.197 2.068
C2 -0.296 -1.451 3.387
C3 0.445 0.621 -3.275
H4 1.264 -0.119 -3.278
C4 4.160 -0.917 0.333
C5 -1.291 0.982 2.551
C6 -1.496 -0.678 -2.272
C7 -0.871 0.825 3.885
C8 -1.737 0.440 -1.244
H5 -0.598 -1.968 1.300
Bi1 2.591 0.025 -0.601
Cl2 2.025 1.179 1.543
C9 -0.882 -0.112 -3.548
H6 0.658 1.299 -4.117
C10 -0.554 1.344 -1.119
H7 -1.584 0.607 -3.989
H8 -0.557 1.970 -0.219
H9 -0.726 -0.911 -4.283
H10 1.224 2.132 -1.848
H11 -2.630 1.016 -1.547
C11 0.440 1.379 -1.953
H12 4.385 -1.990 0.137
H13 -1.680 1.936 2.204
H14 -2.439 -1.193 -2.492
C12 -0.389 -0.418 4.313
H15 4.763 -0.387 1.104
Cl3 1.368 -2.173 -0.605
N1 -1.193 -0.030 1.699
H16 -0.085 -0.534 5.349

=====

E values, unit hartree, following the record order: -11504.4862; -1468.1886; -844.9758; -2116.8136.
Molecular weight values, unit g/mol, following the record order: 1246.78; 149.90; 276.43; 489.61.
Energy relative to the best compared isomer or geometry (same formula, charge and spin) values, unit eV, following the record order: 1.411; 0.764; 0.247; 0.127.